{"formula": "C18H42F2N2O21P2PtS2", "method": "wB97M-V/def2-TZVPD", "symbols": ["Pt", "N", "S", "O", "O", "F", "S", "O", "O", "F", "N", "O", "O", "O", "C", "O", "C", "O", "O", "C", "H", "H", "H", "H", "H", "H", "C", "O", "C", "O", "O", "C", "H", "H", "H", "H", "H", "H", "C", "C", "O", "P", "O", "O", "C", "C", "O", "C", "C", "H", "H", "H", "H", "H", "H", "H", "H", "H", "H", "H", "H", "H", "H", "H", "C", "C", "O", "P", "O", "O", "C", "C", "O", "C", "C", "H", "H", "H", "H", "H", "H", "H", "H", "H", "H", "H", "H", "H", "H", "H"], "xyz": [[16.30303, 36.75643, 16.53650], [14.49903, 36.12450, 17.52756], [13.79743, 36.10722, 18.86670], [13.57572, 34.87465, 19.64326], [13.01785, 37.27946, 19.23025], [15.15091, 36.58455, 19.55270], [13.13711, 35.21408, 16.82503], [11.77808, 35.64980, 16.98365], [13.35304, 33.76336, 16.77442], [13.45709, 35.63841, 15.34303], [19.50488, 37.96372, 15.68266], [20.52723, 37.53699, 16.20597], [18.36183, 37.47885, 15.87049], [19.49905, 39.00478, 15.08573], [12.88564, 37.50827, 12.77083], [13.61638, 37.88365, 13.93202], [14.90906, 38.25226, 14.04461], [15.46915, 38.31474, 15.10640], [15.53639, 38.24618, 12.84373], [16.94354, 38.33077, 12.77575], [12.88814, 38.34999, 12.07828], [11.88745, 37.18145, 13.06219], [13.38863, 36.73311, 12.19270], [17.34647, 37.32553, 12.65230], [17.42108, 38.74207, 13.66507], [17.21451, 38.97838, 11.94193], [14.48870, 40.43541, 17.66341], [15.83529, 40.62128, 18.14988], [16.76895, 39.66383, 18.18850], [16.46026, 38.48031, 17.87614], [17.90197, 40.12190, 18.73704], [18.96041, 39.21089, 19.02652], [13.90315, 41.28868, 18.00570], [13.99213, 39.58155, 18.12433], [14.29555, 40.34713, 16.59430], [19.24394, 39.38026, 20.06529], [19.80469, 39.48491, 18.39392], [18.77726, 38.13733, 19.07155], [19.28405, 37.02503, 21.88359], [18.18668, 35.97711, 21.51096], [17.90099, 36.20128, 20.16717], [17.92502, 35.02620, 19.11620], [17.43805, 35.39888, 17.72904], [19.40452, 34.36456, 19.21981], [20.52424, 35.16599, 18.92578], [21.48218, 34.45110, 18.00337], [16.93715, 33.92233, 19.79367], [16.86914, 32.65415, 19.20547], [15.94540, 31.71168, 19.90003], [20.19959, 36.80002, 21.33655], [18.90547, 38.03157, 21.70567], [19.55716, 36.86342, 22.92637], [18.53929, 34.97282, 21.74581], [17.20552, 36.14383, 21.95550], [20.34463, 36.14090, 18.47258], [21.14672, 35.46714, 19.76836], [22.45385, 34.89653, 18.21680], [21.58041, 33.39478, 18.25361], [21.19256, 34.63499, 16.96877], [16.47379, 32.76953, 18.19627], [17.84191, 32.16686, 19.13957], [16.01022, 31.82389, 20.98229], [14.87902, 31.87510, 19.74433], [16.26447, 30.69971, 19.65059], [19.36068, 31.79484, 15.97731], [17.88122, 31.60153, 15.66049], [17.20593, 32.82726, 15.90485], [17.14442, 33.98003, 14.71493], [16.49616, 35.29452, 15.03155], [16.45814, 33.10237, 13.46178], [16.04721, 33.73647, 12.23032], [15.00932, 32.88038, 11.55814], [18.70009, 34.09003, 14.09725], [19.27300, 35.07776, 13.25886], [20.75070, 34.90518, 13.31283], [19.48511, 32.31577, 16.92666], [19.80263, 30.80833, 16.11718], [19.82602, 32.30553, 15.13425], [17.61407, 31.20521, 14.68087], [17.41429, 30.81562, 16.25414], [15.62530, 34.69825, 12.52197], [16.86091, 33.96868, 11.54324], [15.30915, 31.83588, 11.47310], [13.99922, 32.94068, 11.96330], [14.87628, 33.31433, 10.56714], [18.89713, 34.85742, 12.25972], [18.97516, 36.09377, 13.51791], [21.08983, 35.77662, 12.75275], [21.20773, 34.98670, 14.29902], [21.11303, 34.00389, 12.81837]], "atomic_forces_ev_per_a": [[0.526, 1.126, 0.492], [-3.870, -3.006, -4.375], [1.211, 2.914, 10.176], [-0.483, 1.372, -2.731], [-0.582, -1.562, -1.402], [1.307, 0.095, 0.981], [0.170, -3.647, -4.056], [1.269, 0.499, 0.873], [0.237, 2.716, 0.751], [0.313, 0.269, -0.162], [-0.667, 1.155, 1.392], [0.311, -1.420, 0.283], [-0.466, -2.164, 0.206], [0.859, 2.331, -2.109], [1.010, 0.501, -1.230], [0.739, 0.858, 1.487], [-0.500, -2.704, -2.480], [-0.238, 1.020, 0.336], [-1.670, 0.516, 0.688], [1.248, 0.243, 0.368], [-0.537, 0.160, 0.098], [0.290, 0.255, 0.217], [0.105, -0.363, 0.404], [-0.075, 0.008, -0.221], [-0.318, 0.027, 0.229], [-0.201, -0.236, -0.098], [-1.027, -0.584, 0.621], [1.147, 0.475, -0.321], [-2.278, -2.215, -0.224], [1.554, 3.069, 1.235], [-1.883, -0.760, -0.872], [1.151, -0.108, 0.826], [0.539, 0.230, 0.079], [0.447, -0.308, 0.129], [1.063, 0.010, -0.137], [0.047, 0.619, -0.041], [-0.125, -0.325, -0.112], [-0.752, 0.198, -0.995], [-0.877, -1.317, 0.509], [0.786, 1.216, 1.568], [-0.056, -0.641, -3.092], [-1.611, -0.906, -0.268], [1.820, -0.986, 2.567], [-2.213, 0.446, 0.065], [2.104, 0.963, -0.723], [0.085, 0.152, 0.041], [1.830, 2.070, 0.143], [-0.545, -1.163, -1.640], [-0.513, -0.036, 1.422], [-0.170, 0.251, -0.324], [0.253, -0.111, 0.113], [-0.172, 0.364, 0.174], [-0.092, -0.104, -0.273], [0.350, 0.003, 0.800], [-0.954, -0.048, -0.298], [-0.723, -0.606, 0.993], [0.147, 0.029, -0.466], [-0.209, -0.055, -0.155], [0.187, -0.360, -0.051], [0.280, 0.104, -0.237], [0.332, 0.330, 0.097], [0.462, -0.133, 0.196], [0.114, 0.000, -0.650], [-0.368, -0.061, -0.046], [-0.443, -0.923, -0.436], [0.380, -0.949, 0.005], [-0.860, 3.235, -2.153], [1.604, -2.134, -1.960], [0.455, -2.503, -1.172], [0.760, 1.185, 2.007], [-0.667, 0.567, 0.853], [-0.383, 0.281, -0.633], [-2.946, -0.784, 2.635], [-0.502, -0.170, -0.198], [0.729, 0.757, -0.509], [-0.078, 0.256, -0.184], [0.213, -0.040, -0.183], [0.245, 0.063, 0.416], [0.617, 0.500, -0.507], [-0.046, 0.463, 0.832], [-0.211, 0.173, -0.200], [0.439, -0.447, 0.264], [0.068, 0.107, -0.037], [0.256, -0.083, 0.626], [0.168, -0.269, -0.342], [0.136, 0.239, -0.286], [-0.077, -0.076, 0.396], [0.594, -0.073, -0.161], [-0.398, -0.012, 0.124], [-0.174, -0.027, 0.034]], "s2": 2.004, "mol_weight_g_mol": 981.68, "e_lumo_ev": [0.185, -0.758], "orbital_gap_ev": [8.918, 7.915], "spin_multiplicity": 3, "e_tot_ha": -4198.6060}